A single C27H26Cl4N2O2 molecule at a distorted geometry. Source: OMol25; level of theory: wB97M-V/def2-TZVPD.

Last column: Löwdin charge in e.
Positions of all 61 atoms, in Å:
1 Cl 1.3293 -2.1874 3.4605  0.796
2 C 1.3732 -2.2211 1.7488  -0.583
3 C 0.4454 -2.7758 0.9298  -0.594
4 Cl -0.9206 -3.5649 1.6187  0.762
5 C 0.5858 -2.8491 -0.5193  -0.370
6 O -0.2926 -3.3392 -1.2344  0.014
7 C 1.8954 -2.4853 -1.2079  -0.472
8 Cl 1.7023 -1.6669 -2.8806  0.846
9 C 2.6522 -1.5549 -0.3320  -0.621
10 Cl 3.8796 -0.5546 -1.0515  0.643
11 C 2.6158 -1.6848 1.1160  -0.445
12 O 3.6216 -1.6575 1.8971  -0.041
13 C -1.5830 -2.0559 -7.8436  -0.056
14 C -0.7337 -2.7169 -6.7991  -0.266
15 C 0.6614 -2.6037 -6.8690  -0.002
16 C 1.4556 -3.0915 -5.8211  -0.212
17 C 2.9447 -2.9150 -5.9337  -0.043
18 C 0.8060 -3.7306 -4.7309  -0.174
19 N 1.5640 -4.2434 -3.5881  -0.003
20 C 1.9952 -3.6530 -2.3887  -0.288
21 N 2.7118 -4.5948 -1.7535  0.000
22 C 2.9353 -4.6628 -0.3287  -0.165
23 C 1.9929 -5.3399 0.4349  -0.201
24 C 0.7383 -5.9602 -0.0992  -0.025
25 C 2.2289 -5.3278 1.8019  -0.019
26 C 3.4531 -4.8961 2.3319  -0.248
27 C 3.7024 -4.9859 3.8170  -0.053
28 C 4.4065 -4.3013 1.4814  0.011
29 C 4.1988 -4.2912 0.0995  -0.192
30 C 5.2592 -3.8807 -0.8746  -0.022
31 C 2.9318 -5.7984 -2.5588  -0.068
32 C 2.1259 -5.5823 -3.7951  -0.098
33 C -0.5630 -4.0373 -4.7660  -0.186
34 C -1.2316 -4.8660 -3.7109  -0.026
35 C -1.3203 -3.5256 -5.8257  0.002
36 H -2.6241 -2.4057 -7.7491  0.078
37 H -1.5631 -0.9618 -7.6960  0.090
38 H -1.2025 -2.2700 -8.8593  0.086
39 H 1.1379 -2.0724 -7.6955  0.122
40 H 3.5207 -3.8245 -5.7081  0.074
41 H 3.1659 -2.6213 -6.9631  0.076
42 H 3.3177 -2.0904 -5.3038  0.076
43 H 0.1097 -6.2966 0.7331  0.084
44 H 0.1395 -5.2342 -0.6477  0.055
45 H 0.9302 -6.8012 -0.7615  0.078
46 H 1.4780 -5.7001 2.4878  0.122
47 H 4.7770 -4.8469 4.0503  0.085
48 H 3.1167 -4.2293 4.3860  0.062
49 H 3.4119 -5.9835 4.2023  0.085
50 H 5.3267 -3.8899 1.8996  0.130
51 H 5.9804 -3.2061 -0.4046  0.091
52 H 5.7818 -4.7705 -1.2446  0.087
53 H 4.8106 -3.3722 -1.7378  0.070
54 H 4.0175 -5.8677 -2.7630  0.138
55 H 2.5373 -6.6129 -1.9478  0.118
56 H 1.3417 -6.3218 -3.9375  0.115
57 H 2.7143 -5.7373 -4.7275  0.132
58 H -2.2942 -4.9144 -3.9752  0.081
59 H -0.8560 -5.8982 -3.6278  0.083
60 H -1.1780 -4.3849 -2.7301  0.059
61 H -2.3916 -3.7372 -5.8212  0.118

Energy in eV: -85580.6747
Largest force on an atom in Eh/bohr: 0.1124
ΔE to the lowest compared entry with this formula, charge and spin in eV: 4.826
HOMO-LUMO gap in eV: 5.80
E_HOMO in eV: -6.944
LUMO in eV: -1.140

***

A 14-piece molecular cluster, C54H144N20O22 overall at a distorted geometry. Source: OMol25; level of theory: wB97M-V/def2-TZVPD.

Last column: Löwdin charge in e.
Positions of all 240 atoms, in Å:
1 C -31.2040 -11.2209 2.1743  -0.677
2 O -31.6010 -10.4829 1.3167  0.042
3 N -29.9126 -11.2385 2.7163  0.172
4 N -31.9483 -12.1922 2.8089  0.133
5 H -29.6658 -12.1799 3.0154  0.045
6 H -29.2069 -10.6440 2.3416  0.044
7 H -31.5705 -12.8249 3.4577  0.067
8 H -32.9871 -12.1667 2.4758  0.162
9 C -26.7235 -9.2446 3.1486  -0.710
10 O -26.9448 -9.9777 2.1993  0.006
11 N -25.9702 -9.6974 4.1791  0.182
12 N -27.2000 -7.9978 3.2072  0.190
13 H -26.1627 -10.6567 4.5406  0.091
14 H -25.8707 -9.1145 4.9604  0.076
15 H -27.2811 -7.3404 3.9751  0.113
16 H -27.6070 -7.5902 2.3603  0.075
17 C -24.6138 -3.8379 -0.6666  -0.567
18 O -24.4653 -3.3625 0.4968  -0.047
19 N -24.3376 -5.1702 -1.0314  0.146
20 N -25.0519 -3.0042 -1.6993  0.149
21 H -24.0697 -5.2676 -2.0273  0.087
22 H -23.6353 -5.5717 -0.4022  0.069
23 H -24.7563 -2.0653 -1.5367  0.090
24 H -24.7982 -3.4103 -2.6058  0.058
25 C -27.6376 -4.5086 2.7311  -0.508
26 O -27.7960 -5.5394 1.9955  -0.055
27 N -26.4787 -3.6914 2.6517  0.158
28 N -28.5952 -4.1348 3.7326  0.131
29 H -26.5485 -2.7779 3.0310  0.077
30 H -25.8392 -3.7775 1.8479  0.058
31 H -28.1799 -4.0351 4.6567  0.090
32 H -29.4334 -4.6975 3.7973  0.054
33 C -25.9270 -5.1639 -4.8480  -0.616
34 O -24.9201 -4.7336 -4.2881  -0.003
35 N -26.2324 -4.8973 -6.1401  0.186
36 N -26.7993 -6.0627 -4.2268  0.194
37 H -25.7510 -4.1730 -6.4848  0.053
38 H -26.8456 -5.4214 -6.7585  0.113
39 H -26.8202 -6.1504 -3.2379  0.039
40 H -27.7117 -6.1522 -4.6241  0.069
41 C -29.6328 -9.1172 -5.3816  -0.615
42 O -30.7614 -8.6751 -5.0870  -0.027
43 N -28.8768 -9.6796 -4.4201  0.175
44 N -29.1019 -8.9130 -6.6847  0.179
45 H -27.9491 -10.0819 -4.5755  0.068
46 H -29.1501 -9.3356 -3.4831  0.066
47 H -29.7528 -8.5549 -7.3816  0.071
48 H -28.3165 -9.4568 -6.8940  0.045
49 C -23.8114 -7.9028 -6.7072  -0.076
50 O -24.6148 -9.0098 -6.3651  -0.201
51 C -24.7783 -9.2883 -4.9832  -0.210
52 C -25.0815 -10.7512 -4.8054  -0.256
53 N -26.2204 -11.0263 -5.5857  -0.046
54 C -26.4536 -12.4898 -5.7983  -0.176
55 C -27.8470 -12.7331 -6.2929  -0.279
56 O -28.0271 -12.2119 -7.5713  -0.177
57 C -29.1691 -12.7497 -8.2842  -0.051
58 H -22.7946 -8.2081 -6.8004  0.082
59 H -24.0638 -7.0960 -6.0545  0.073
60 H -24.0927 -7.6703 -7.7115  0.081
61 H -25.5213 -8.6482 -4.4923  0.114
62 H -23.7890 -9.1789 -4.5657  0.101
63 H -25.2552 -10.8856 -3.7666  0.085
64 H -24.1864 -11.3084 -5.0502  0.120
65 H -26.0491 -10.5546 -6.4879  0.119
66 H -26.3468 -13.0084 -4.8099  0.105
67 H -25.7443 -12.9583 -6.5351  0.139
68 H -28.5050 -12.3523 -5.4813  0.099
69 H -28.0149 -13.8498 -6.2628  0.122
70 H -28.8913 -12.6216 -9.3143  0.081
71 H -30.0746 -12.2461 -8.0794  0.065
72 H -29.1381 -13.8225 -8.0918  0.084
73 C -31.9956 -7.9042 -9.4562  -0.101
74 O -31.0518 -7.3111 -8.6232  -0.207
75 C -31.1316 -5.9555 -8.7081  -0.263
76 C -30.5561 -5.3247 -7.4275  -0.254
77 N -31.3120 -5.7879 -6.3461  -0.045
78 C -30.7998 -5.2288 -5.0830  -0.181
79 C -31.6763 -5.6030 -3.8997  -0.184
80 O -32.9007 -4.8740 -4.0544  -0.198
81 C -33.0364 -3.7098 -3.3024  -0.124
82 H -32.0890 -8.9435 -9.0403  0.109
83 H -31.7310 -7.8326 -10.4917  0.085
84 H -32.9825 -7.5111 -9.2253  0.089
85 H -32.1846 -5.5945 -8.7169  0.133
86 H -30.5814 -5.5456 -9.5592  0.122
87 H -30.7258 -4.2306 -7.5025  0.127
88 H -29.4382 -5.4295 -7.3259  0.112
89 H -31.3665 -6.7893 -6.2640  0.085
90 H -30.7282 -4.1428 -5.1657  0.118
91 H -29.7595 -5.5818 -4.9374  0.099
92 H -31.1961 -5.3577 -2.9556  0.091
93 H -31.9464 -6.6595 -3.8781  0.114
94 H -32.8730 -3.8632 -2.2371  0.050
95 H -34.1046 -3.4693 -3.4598  0.103
96 H -32.3631 -2.9265 -3.6476  0.084
97 C -28.9336 -4.7047 -1.2544  -0.083
98 O -28.5310 -5.8343 -2.0382  -0.213
99 C -27.7177 -6.7070 -1.2278  -0.199
100 C -27.7586 -8.1602 -1.7402  -0.143
101 N -29.0895 -8.8513 -1.6740  -0.023
102 C -29.2548 -9.7935 -0.5870  -0.207
103 C -28.3762 -11.0018 -0.6206  -0.203
104 O -28.7869 -11.8712 -1.6941  -0.189
105 C -27.6904 -12.4317 -2.4384  -0.068
106 H -28.0932 -4.2262 -0.7463  0.085
107 H -29.6541 -4.9048 -0.4917  0.050
108 H -29.3248 -3.9849 -1.9970  0.096
109 H -28.0360 -6.6155 -0.1780  0.107
110 H -26.6581 -6.4845 -1.3760  0.091
111 H -27.1258 -8.6506 -1.0241  0.083
112 H -27.2905 -8.1408 -2.7378  0.092
113 H -29.8170 -8.2039 -1.5757  0.084
114 H -30.2721 -10.1116 -0.5832  0.079
115 H -29.0783 -9.3834 0.4724  0.122
116 H -28.2778 -11.3894 0.3674  0.072
117 H -27.3730 -10.6242 -0.8355  0.098
118 H -27.2196 -13.2515 -1.9166  0.078
119 H -26.9431 -11.6106 -2.5773  0.087
120 H -28.0564 -12.8096 -3.3667  0.046
121 C -31.6685 -15.9072 0.8181  -0.103
122 O -30.3495 -15.6628 1.2805  -0.191
123 C -29.7587 -14.4635 0.7674  -0.198
124 C -28.4573 -14.1862 1.5522  -0.188
125 N -28.5627 -13.9544 2.9959  -0.080
126 C -27.3119 -13.4538 3.5610  -0.236
127 C -27.4795 -12.9044 4.9583  -0.202
128 O -26.1820 -12.5787 5.5449  -0.228
129 C -25.6520 -13.7120 6.2182  -0.129
130 H -31.9134 -15.5196 -0.1527  0.074
131 H -32.3957 -15.4417 1.5027  0.085
132 H -31.8483 -16.9653 0.8424  0.078
133 H -30.4496 -13.6460 0.9698  0.100
134 H -29.4880 -14.5147 -0.3004  0.125
135 H -28.0004 -13.2358 1.1375  0.115
136 H -27.8090 -15.0564 1.3142  0.128
137 H -28.9235 -14.7623 3.5381  0.138
138 H -26.9505 -12.6069 2.9116  0.107
139 H -26.4210 -14.1354 3.4929  0.121
140 H -28.0130 -13.5487 5.6355  0.108
141 H -28.0663 -11.9427 4.8980  0.127
142 H -26.2581 -13.9442 7.1346  0.096
143 H -24.5913 -13.4740 6.4770  0.095
144 H -25.5300 -14.6831 5.6264  0.101
145 C -29.6985 -17.4536 -6.2163  -0.100
146 O -29.6354 -16.2134 -5.5079  -0.262
147 C -30.6299 -16.1885 -4.4598  -0.222
148 C -30.7522 -14.7377 -4.0577  -0.189
149 N -31.3631 -13.9873 -5.1993  -0.011
150 C -31.3072 -12.5492 -4.9768  -0.222
151 C -32.5431 -11.9267 -4.3059  -0.214
152 O -32.8421 -12.3153 -2.9832  -0.192
153 C -32.1517 -11.5865 -1.9870  -0.097
154 H -29.5228 -18.3013 -5.5444  0.082
155 H -28.9054 -17.4650 -7.0238  0.104
156 H -30.7493 -17.4692 -6.5984  0.095
157 H -30.4263 -16.8559 -3.6173  0.122
158 H -31.6100 -16.5475 -4.8363  0.125
159 H -29.7837 -14.3932 -3.6666  0.103
160 H -31.4098 -14.6855 -3.2393  0.097
161 H -30.7742 -14.1938 -6.0428  0.101
162 H -31.3830 -12.0326 -5.9323  0.115
163 H -30.5274 -12.1862 -4.3622  0.078
164 H -33.4307 -12.1419 -4.8679  0.117
165 H -32.2378 -10.8953 -4.3842  0.098
166 H -31.0687 -11.7170 -2.1168  0.065
167 H -32.3861 -12.0989 -1.0780  0.070
168 H -32.4449 -10.4829 -2.0307  0.116
169 C -27.0030 -16.0870 -4.1692  -0.068
170 O -25.9890 -15.3108 -3.4989  -0.218
171 C -24.6794 -15.7620 -3.6840  -0.240
172 C -23.7980 -14.6761 -3.1602  -0.240
173 N -23.8372 -14.4959 -1.7600  -0.041
174 C -22.6783 -13.8154 -1.1638  -0.196
175 C -22.7969 -13.4670 0.3180  -0.242
176 O -23.6633 -12.3857 0.5282  -0.194
177 C -23.9963 -12.2455 1.9178  -0.073
178 H -27.9747 -15.6851 -3.9246  0.060
179 H -26.8911 -17.1216 -3.9497  0.080
180 H -26.8575 -15.9725 -5.2616  0.093
181 H -24.4921 -15.9322 -4.7484  0.123
182 H -24.6138 -16.7119 -3.1841  0.120
183 H -23.8895 -13.7129 -3.7449  0.128
184 H -22.7501 -14.9894 -3.3611  0.128
185 H -24.6064 -13.9460 -1.4696  0.090
186 H -22.4012 -12.9032 -1.6654  0.100
187 H -21.7352 -14.4231 -1.2226  0.131
188 H -21.8359 -13.1932 0.7382  0.122
189 H -23.2074 -14.3216 0.7969  0.109
190 H -24.6638 -13.0343 2.2728  0.071
191 H -24.4638 -11.2952 1.9335  0.053
192 H -23.0826 -12.2243 2.5793  0.110
193 C -30.8484 -7.1194 4.9350  -0.122
194 O -30.4427 -6.4660 3.7440  -0.229
195 C -30.8819 -7.2596 2.6066  -0.175
196 C -31.1184 -6.3742 1.4056  -0.215
197 N -32.5075 -5.9804 1.3001  -0.038
198 C -32.8440 -5.3778 -0.0179  -0.207
199 C -34.3697 -5.4562 -0.2077  -0.220
200 O -34.9179 -6.7576 -0.2499  -0.207
201 C -34.6373 -7.4160 -1.4730  -0.091
202 H -30.3231 -8.0777 5.2523  0.104
203 H -31.9334 -7.3332 4.8449  0.088
204 H -30.7890 -6.3588 5.7406  0.088
205 H -31.7667 -7.8028 2.8541  0.108
206 H -30.0490 -7.8311 2.2977  0.086
207 H -30.8167 -6.9002 0.4452  0.126
208 H -30.4681 -5.5348 1.5069  0.090
209 H -33.1238 -6.8176 1.2878  0.119
210 H -32.3436 -5.9045 -0.8474  0.088
211 H -32.5007 -4.3279 -0.1674  0.118
212 H -34.7049 -4.9652 -1.1474  0.116
213 H -34.8919 -5.0200 0.6068  0.112
214 H -35.1663 -8.3834 -1.3255  0.106
215 H -33.5758 -7.4864 -1.6553  0.065
216 H -35.0517 -6.8147 -2.3121  0.097
217 C -22.8013 -9.4491 -1.8192  -0.076
218 O -23.0406 -9.2329 -0.4025  -0.199
219 C -24.3113 -8.6672 -0.1973  -0.243
220 C -24.3430 -7.9127 1.1498  -0.210
221 N -23.3528 -6.8326 1.2916  -0.045
222 C -23.4423 -6.3706 2.7442  -0.188
223 C -22.3562 -5.4284 3.1195  -0.190
224 O -21.0819 -6.1625 2.9636  -0.190
225 C -20.0216 -5.3027 3.0791  -0.157
226 H -22.9924 -8.5114 -2.4015  0.089
227 H -23.4242 -10.3143 -2.1138  0.078
228 H -21.7578 -9.7921 -1.8467  0.091
229 H -25.1071 -9.4410 -0.2337  0.111
230 H -24.5887 -7.8897 -1.0210  0.118
231 H -24.2338 -8.6707 1.9400  0.101
232 H -25.3864 -7.4613 1.2789  0.125
233 H -22.4219 -7.1834 1.0639  0.110
234 H -23.3892 -7.2463 3.3762  0.106
235 H -24.4321 -5.8785 2.9040  0.119
236 H -22.4640 -4.9821 4.1154  0.124
237 H -22.3581 -4.5934 2.3634  0.129
238 H -20.1222 -4.4158 2.4798  0.079
239 H -19.2237 -5.8321 2.6580  0.071
240 H -19.8957 -5.0287 4.1461  0.101

Energy in eV: -133174.5181
Largest force on an atom in Eh/bohr: 0.0988
ΔE to the lowest compared entry with this formula, charge and spin in eV: 0.984
HOMO-LUMO gap in eV: 8.58
E_HOMO in eV: -8.148
LUMO in eV: 0.431

***

A single C2H6O2S2 molecule at a distorted geometry. Source: OMol25; level of theory: wB97M-V/def2-TZVPD.

Last column: Löwdin charge in e.
Positions of all 12 atoms, in Å:
1 C 0.6027 -0.1860 0.7921  -0.514
2 C -0.8790 0.3050 -0.0214  -0.927
3 O -1.4334 1.4004 0.5987  -0.025
4 O -0.5401 0.7736 -1.2995  -0.106
5 S 1.7952 -0.7246 -0.3872  0.709
6 S -1.8616 -1.2465 0.0188  0.806
7 H 0.2911 -1.0155 1.4616  0.054
8 H 1.0086 0.8378 1.0292  0.082
9 H -2.3624 1.5460 0.3181  0.116
10 H 0.2704 0.4815 -1.7931  0.062
11 H 2.3293 0.4493 -0.8972  -0.091
12 H -3.0581 -0.7197 0.0086  -0.164

Energy in eV: -27935.1895
Largest force on an atom in Eh/bohr: 0.0824
ΔE to the lowest compared entry with this formula, charge and spin in eV: 1.723
HOMO-LUMO gap in eV: 9.69
E_HOMO in eV: -9.170
LUMO in eV: 0.520

***

A single C5H8N2O molecule at a distorted geometry. Source: OMol25; level of theory: wB97M-V/def2-TZVPD.

Last column: Löwdin charge in e.
Positions of all 16 atoms, in Å:
1 C 2.8413 0.6782 -0.5452  -0.040
2 C -3.6570 0.1995 -0.6137  0.072
3 C 1.5251 0.6101 -0.3938  -0.193
4 C -0.4924 -0.8540 0.4803  -0.406
5 C 0.9209 -0.2760 0.7535  -0.141
6 N -1.3375 0.0464 -0.2385  0.080
7 N -0.7752 -1.9534 1.1118  0.133
8 O -2.5269 -0.5313 -0.5731  -0.120
9 H 3.5668 1.3118 -1.1757  0.084
10 H 3.2872 -0.1370 0.0195  0.044
11 H -4.5031 -0.2565 -1.1092  0.075
12 H -3.6951 1.2502 -0.5085  0.065
13 H 0.7658 1.2589 -0.9853  0.109
14 H 0.8734 0.3549 1.6855  0.132
15 H 1.5166 -1.1160 0.9253  0.073
16 H -1.7286 -2.2766 1.0001  0.032

Energy in eV: -10336.4422
Largest force on an atom in Eh/bohr: 0.0601
ΔE to the lowest compared entry with this formula, charge and spin in eV: 6.284
HOMO-LUMO gap (alpha / beta) in eV: 7.30 / 8.93
E_HOMO (alpha / beta) in eV: -8.589 / -9.334
LUMO (alpha / beta) in eV: -1.288 / -0.406